Entry one
The following is a quantum chemistry calculation of a cluster of 5 separate species, CH11O5 in total, from the Open Molecules 2025 dataset.

<S²>   0.754
E_HOMO (spin up / spin down)   -10.677 / -10.676 eV
Frontier orbital gap (spin up / spin down)   10.96 / 6.83 eV
LUMO (spin up / spin down)   0.3 / -3.8 eV

Geometry as ORCA input:
```
! RIJCOSX wB97M-V def2-TZVPD def2/J DEFGRID3
* xyz 0 2
C -0.45 0.98 -1.67
O -0.15 -0.12 -0.93
H 0.33 1.18 -2.42
H -0.61 1.92 -1.12
H -1.35 0.84 -2.29
H 0.71 0.51 0.23
H 2.05 1.12 0.78
O 1.13 0.99 0.99
H 0.95 -0.86 -1.81
H 1.92 -1.97 -2.27
O 1.75 -1.02 -2.36
H -1.12 1.94 3.02
H 0.35 1.47 2.73
O -0.32 1.61 3.41
H -1.66 -1.55 0.37
H -2.28 -2.67 -0.40
O -2.03 -2.43 0.49
*
```

---

Entry two
The following is a quantum chemistry calculation of a cluster of 5 separate species, CH11O5 in total, from the Open Molecules 2025 dataset.

<S²>   0.754
E_HOMO (spin up / spin down)   -11.359 / -11.359 eV
Frontier orbital gap (spin up / spin down)   11.49 / 7.76 eV
LUMO (spin up / spin down)   0.1 / -3.6 eV

Geometry as ORCA input:
```
! RIJCOSX wB97M-V def2-TZVPD def2/J DEFGRID3
* xyz 0 2
C -0.63 -0.16 2.03
O -0.19 -0.26 0.72
H -0.54 -1.11 2.58
H 0.14 0.35 2.57
H -1.53 0.27 2.25
H -1.00 1.57 -0.77
H -0.73 2.93 -0.24
O -1.15 2.51 -1.08
H 1.45 0.19 0.91
H 1.34 1.76 0.84
O 1.98 1.03 0.97
H -0.90 -1.65 0.08
H -0.14 -3.11 -0.04
O -0.90 -2.60 -0.04
H 1.19 0.14 -2.59
H 0.44 -0.82 -1.60
O 0.75 -0.61 -2.60
*
```

---

Computed energies relative to the best structure, in hartree: entry one 0.0000; entry two 0.0494

---

Entry one
The following is a quantum chemistry calculation of a structure of composition C25H31N3OP2Pt, from the Open Molecules 2025 dataset.

<S²>   6.045
E_HOMO (spin up / spin down)   -11.003 / -13.380 eV
Frontier orbital gap (spin up / spin down)   4.31 / 3.80 eV
LUMO (spin up / spin down)   -6.7 / -9.6 eV

Geometry as ORCA input:
```
! RIJCOSX wB97M-V def2-TZVPD def2/J DEFGRID3
* xyz 2 5
C -1.54 2.73 -3.51
C -1.29 1.45 -3.01
C 0.09 0.94 -3.14
C 1.13 1.93 -3.05
C 0.80 3.28 -3.30
C -0.47 3.63 -3.70
C 2.45 1.55 -2.86
C 2.72 0.19 -2.83
C 1.64 -0.76 -2.92
C 1.96 -2.15 -2.58
C 3.28 -2.57 -2.81
C 4.31 -1.63 -2.98
C 4.05 -0.29 -2.80
H -2.57 3.08 -3.70
H 1.62 3.99 -3.30
H -0.66 4.55 -4.25
H 3.15 2.24 -2.36
H 3.56 -3.63 -2.81
H 5.29 -1.97 -3.31
H 4.84 0.45 -2.78
N 0.39 -0.37 -3.28
Pt 0.25 0.11 0.54
C -2.26 0.54 -2.37
H -2.02 -0.48 -2.67
H -3.31 0.76 -2.53
C 0.84 -2.96 -2.05
H -0.07 -2.71 -2.61
H 1.01 -4.03 -2.05
P -1.77 0.59 -0.50
P 0.47 -2.21 -0.27
C 1.81 -2.97 0.71
H 1.55 -2.79 1.76
H 1.92 -4.05 0.52
H 2.75 -2.46 0.47
C -1.02 -3.16 0.14
H -0.79 -4.23 0.21
H -1.37 -2.78 1.11
H -1.78 -3.00 -0.63
C -2.11 2.31 -0.02
H -3.10 2.62 -0.40
H -2.09 2.37 1.08
H -1.33 2.97 -0.42
C -3.07 -0.35 0.32
H -2.84 -0.36 1.39
H -4.03 0.13 0.13
H -3.09 -1.38 -0.06
H 1.34 0.86 -0.32
H 1.87 0.25 0.87
N -1.48 1.82 7.11
C -1.32 0.57 6.58
O -1.54 -0.46 7.20
C -0.90 0.51 5.14
C -0.67 1.61 4.30
C -0.29 1.40 2.97
N -0.24 0.17 2.45
C -0.41 -0.92 3.22
C -0.78 -0.75 4.54
H -1.68 1.85 8.10
H -1.23 2.67 6.63
H -0.76 2.66 4.56
H 0.02 2.22 2.32
H -0.24 -1.89 2.77
H -0.96 -1.69 5.05
*
```

---

Entry two
The following is a quantum chemistry calculation of a structure of composition C25H31N3OP2Pt, from the Open Molecules 2025 dataset.

<S²>   6.049
E_HOMO (spin up / spin down)   -12.374 / -14.759 eV
Frontier orbital gap (spin up / spin down)   6.20 / 5.57 eV
LUMO (spin up / spin down)   -6.2 / -9.2 eV

Geometry as ORCA input:
```
! RIJCOSX wB97M-V def2-TZVPD def2/J DEFGRID3
* xyz 2 5
C -1.84 2.82 -3.82
C -1.54 1.53 -3.40
C -0.17 1.13 -3.53
C 0.80 2.11 -3.21
C 0.52 3.44 -3.58
C -0.79 3.76 -3.94
C 1.89 1.58 -2.34
C 2.41 0.34 -2.98
C 1.38 -0.57 -3.31
C 1.62 -1.95 -2.98
C 2.92 -2.41 -3.13
C 3.98 -1.47 -3.23
C 3.74 -0.10 -3.09
H -2.89 3.11 -3.98
H 1.30 4.19 -3.54
H -1.04 4.80 -4.22
H 2.63 2.32 -1.98
H 3.10 -3.49 -3.11
H 5.01 -1.84 -3.30
H 4.55 0.62 -3.03
N 0.14 -0.18 -3.71
Pt 0.17 0.27 0.15
C -2.42 0.63 -2.60
H -2.32 -0.42 -2.85
H -3.47 0.96 -2.62
C 0.49 -2.67 -2.32
H -0.46 -2.53 -2.83
H 0.73 -3.71 -2.13
P -1.95 0.72 -0.75
P 0.19 -1.95 -0.56
C 1.55 -2.71 0.39
H 1.37 -2.58 1.47
H 1.59 -3.78 0.15
H 2.49 -2.22 0.12
C -1.28 -2.94 -0.12
H -0.97 -3.99 -0.06
H -1.71 -2.64 0.85
H -2.04 -2.83 -0.91
C -2.31 2.47 -0.36
H -3.29 2.75 -0.75
H -2.29 2.64 0.73
H -1.54 3.11 -0.81
C -3.33 -0.18 0.04
H -3.22 -0.22 1.13
H -4.27 0.35 -0.20
H -3.38 -1.20 -0.35
H 1.27 1.15 -1.24
H 1.71 0.37 0.67
N -1.71 2.00 6.82
C -1.61 0.75 6.30
O -1.86 -0.26 6.95
C -1.19 0.67 4.86
C -0.91 1.79 4.07
C -0.53 1.63 2.74
N -0.37 0.40 2.19
C -0.65 -0.70 2.93
C -1.06 -0.60 4.27
H -1.99 2.08 7.79
H -1.47 2.86 6.33
H -0.98 2.81 4.46
H -0.33 2.48 2.07
H -0.54 -1.65 2.42
H -1.23 -1.52 4.83
*
```

---

Computed energies relative to the best structure, in hartree: entry one 0.0327; entry two 0.0000

---

Entry one
The following is a quantum chemistry calculation of the molecule C4H3NS, from the Open Molecules 2025 dataset.

SMILES string   N#CCC=C=S
E_HOMO   -8.881 eV
Frontier orbital gap   8.26 eV
LUMO   -0.6 eV

Geometry as ORCA input:
```
! RIJCOSX wB97M-V def2-TZVPD def2/J DEFGRID3
* xyz 0 1
C 0.37 1.52 0.91
C 0.06 -0.75 -0.17
C -0.90 -1.69 -0.23
C 0.37 0.80 -0.40
N 0.05 2.06 1.86
S -1.71 -2.99 -0.52
H 0.81 -1.19 0.62
H 1.37 0.93 -0.92
H -0.43 1.30 -1.15
*
```

---

Entry two
The following is a quantum chemistry calculation of the molecule C4H3NS, from the Open Molecules 2025 dataset.

SMILES string   S=C1C=CC=N1
E_HOMO   -9.237 eV
Frontier orbital gap   7.52 eV
LUMO   -1.7 eV

Geometry as ORCA input:
```
! RIJCOSX wB97M-V def2-TZVPD def2/J DEFGRID3
* xyz 0 1
C -0.33 -0.03 -0.01
C 0.54 1.15 -0.04
C 1.79 0.72 0.02
C 1.69 -0.75 0.00
H 0.15 2.12 -0.06
H 2.72 1.29 0.13
H 2.53 -1.46 -0.03
N 0.48 -1.22 -0.01
S -1.93 0.00 0.01
*
```

---

Computed energies relative to the best structure, in hartree: entry one 0.0422; entry two 0.0000

---

Entry one
The following is a quantum chemistry calculation of a structure of composition C13H38GeI3N3O6P2SeV, from the Open Molecules 2025 dataset.

<S²>   0.785
E_HOMO (spin up / spin down)   -13.877 / -13.877 eV
Frontier orbital gap (spin up / spin down)   6.77 / 7.43 eV
LUMO (spin up / spin down)   -7.1 / -6.4 eV

Geometry as ORCA input:
```
! RIJCOSX wB97M-V def2-TZVPD def2/J DEFGRID3
* xyz 2 2
V 1.52 1.30 2.05
I -3.28 3.98 -1.04
C -3.98 3.07 0.75
I -3.62 0.95 0.95
H -5.07 3.33 0.76
H -3.41 3.47 1.54
N 3.73 -0.07 -1.81
C 2.82 0.96 -1.19
C 2.36 1.94 -2.29
P 1.43 0.15 -0.32
O 0.72 -0.82 -1.28
O 2.01 -0.47 0.92
O 0.55 1.28 0.28
P 3.94 1.54 0.12
O 4.61 2.76 -0.61
O 4.95 0.48 0.38
O 3.08 2.10 1.20
H 4.40 0.40 -2.41
H 3.09 -0.71 -2.39
H 4.31 -0.52 -1.14
H 1.62 1.48 -2.98
H 3.23 2.29 -2.79
H 1.93 2.87 -1.90
H -0.43 -1.05 -1.15
H 5.50 3.00 -0.47
N 2.88 0.11 3.35
C 2.58 -0.87 4.48
C 1.67 -1.96 3.95
C 0.13 -1.80 4.01
C -0.61 -1.11 2.85
N -0.26 0.41 2.88
H 3.30 -0.48 2.63
H 3.58 0.80 3.67
H 2.17 -0.34 5.35
H 3.47 -1.39 4.80
H 1.87 -2.82 4.61
H 2.08 -2.21 2.93
H -0.18 -1.33 4.96
H -0.28 -2.81 4.05
H -1.67 -1.27 2.98
H -0.24 -1.54 1.87
H -0.44 0.67 3.85
H -1.01 0.86 2.34
C -1.63 0.49 -3.41
Ge -3.16 -0.72 -3.66
C -2.91 -2.06 -5.02
C -4.72 0.33 -4.19
C -3.62 -1.57 -1.96
Se -2.08 -1.88 -0.63
C -1.70 -3.77 -0.95
H -1.53 0.83 -2.31
H -1.86 1.32 -4.08
H -0.75 -0.10 -3.65
H -2.86 -1.58 -5.94
H -3.79 -2.66 -5.11
H -2.02 -2.68 -4.97
H -4.48 1.05 -4.97
H -5.11 0.83 -3.33
H -5.59 -0.31 -4.46
H -4.16 -2.54 -2.05
H -4.26 -0.98 -1.29
H -1.57 -4.09 -1.98
H -2.57 -4.20 -0.52
H -0.77 -4.00 -0.44
I 0.15 3.67 2.55
C 1.71 2.60 3.55
H 1.51 2.38 4.62
H 2.72 3.00 3.46
*
```

---

Entry two
The following is a quantum chemistry calculation of a structure of composition C13H38GeI3N3O6P2SeV, from the Open Molecules 2025 dataset.

<S²>   0.757
E_HOMO (spin up / spin down)   -13.126 / -12.501 eV
Frontier orbital gap (spin up / spin down)   7.66 / 7.05 eV
LUMO (spin up / spin down)   -5.5 / -5.5 eV

Geometry as ORCA input:
```
! RIJCOSX wB97M-V def2-TZVPD def2/J DEFGRID3
* xyz 2 2
V 1.31 0.63 0.33
I 3.17 2.21 -1.05
C 2.66 3.90 0.09
I 1.19 3.36 1.61
H 2.17 4.51 -0.62
H 3.52 4.27 0.67
N -3.17 2.79 -2.93
C -1.63 2.60 -2.56
C -0.70 2.28 -3.84
P -1.47 1.10 -1.37
O -2.09 0.07 -2.43
O -2.18 1.27 -0.07
O 0.06 0.93 -1.25
P -1.06 4.21 -1.88
O -1.69 5.13 -3.00
O -1.90 4.72 -0.66
O 0.41 4.22 -1.63
H -3.59 1.99 -3.45
H -3.17 3.55 -3.55
H -3.81 3.00 -2.12
H -0.96 1.32 -4.22
H 0.40 2.45 -3.57
H -1.03 2.91 -4.66
H -2.15 -0.89 -2.14
H -1.43 6.08 -2.84
N 2.89 0.43 1.92
C 2.79 -0.83 2.80
C 2.09 -0.66 4.17
C 0.59 -1.01 4.12
C -0.28 -0.11 3.21
N -0.05 -0.36 1.75
H 3.84 0.55 1.51
H 2.86 1.24 2.52
H 3.79 -1.15 2.94
H 2.33 -1.55 2.18
H 2.20 0.37 4.61
H 2.61 -1.25 4.90
H 0.14 -1.00 5.08
H 0.47 -2.07 3.78
H -0.14 1.01 3.45
H -1.38 -0.18 3.27
H -0.92 -0.09 1.33
H -0.05 -1.37 1.52
C -0.62 -5.64 -1.02
Ge -0.13 -4.05 0.03
C -1.27 -2.57 -0.63
C -0.74 -4.60 1.81
C 1.75 -3.47 -0.01
Se 2.40 -1.59 -0.49
C 2.04 -1.83 -2.35
H -1.73 -5.51 -1.04
H -0.41 -6.64 -0.58
H -0.23 -5.63 -2.09
H -2.25 -2.45 -0.19
H -1.42 -2.88 -1.70
H -0.60 -1.70 -0.68
H -1.42 -5.40 1.62
H -1.14 -3.79 2.39
H 0.09 -5.17 2.26
H 2.17 -4.01 -0.87
H 2.30 -3.80 0.84
H 2.76 -2.52 -2.72
H 2.10 -0.90 -2.83
H 0.98 -2.12 -2.47
I -4.50 3.63 0.14
C -2.45 4.11 0.54
H -2.43 4.80 1.34
H -1.92 3.18 0.80
*
```

---

Computed energies relative to the best structure, in hartree: entry one 0.0000; entry two 0.0493

---

Entry one
The following is a quantum chemistry calculation of the ion C4H10NO2 with charge +2, from the Open Molecules 2025 dataset.

<S²>   0.758
E_HOMO (spin up / spin down)   -20.337 / -20.315 eV
Frontier orbital gap (spin up / spin down)   9.65 / 5.66 eV
LUMO (spin up / spin down)   -10.7 / -14.7 eV

Geometry as ORCA input:
```
! RIJCOSX wB97M-V def2-TZVPD def2/J DEFGRID3
* xyz 2 2
O -2.28 -1.71 -0.97
C -1.86 -1.01 -0.12
C -0.70 0.04 -0.42
C 0.11 0.25 0.86
C 1.07 1.40 0.71
O 0.75 -1.02 0.97
N 0.19 -0.47 -1.50
H -2.30 -1.02 0.90
H -1.23 0.93 -0.77
H -0.59 0.38 1.69
H 1.66 1.49 1.63
H 1.84 1.17 -0.03
H 0.63 2.38 0.52
H 1.34 -1.06 1.75
H 0.82 0.28 -1.80
H -0.27 -0.87 -2.34
H 0.82 -1.18 -1.08
*
```

---

Entry two
The following is a quantum chemistry calculation of the ion C4H10NO2 with charge +2, from the Open Molecules 2025 dataset.

<S²>   0.757
E_HOMO (spin up / spin down)   -21.684 / -21.675 eV
Frontier orbital gap (spin up / spin down)   12.61 / 7.17 eV
LUMO (spin up / spin down)   -9.1 / -14.5 eV

Geometry as ORCA input:
```
! RIJCOSX wB97M-V def2-TZVPD def2/J DEFGRID3
* xyz 2 2
C 0.95 1.28 -0.07
C 0.72 -0.28 -0.06
C -0.85 -0.46 0.21
C -1.69 -0.03 -0.98
O -2.91 0.24 -0.42
O -1.25 0.05 -2.09
N 1.62 -1.07 0.85
H 1.92 1.63 -0.41
H 0.36 1.79 -0.76
H 0.70 1.73 0.91
H 0.98 -0.71 -1.09
H -1.30 -1.47 0.51
H -1.17 0.19 1.05
H -3.40 0.68 -1.12
H 1.25 -1.97 0.85
H 2.62 -1.08 0.84
H 1.45 -0.53 1.78
*
```

---

Computed energies relative to the best structure, in hartree: entry one 0.0000; entry two 0.0035

---

Entry one
The following is a quantum chemistry calculation of the molecule C22H20N6O2, from the Open Molecules 2025 dataset.

SMILES string   N#CC1(NC(=O)[C@H](Cc2cccnc2)NC(=O)c2cccc(-c3ncc[nH]3)c2)CC1
E_HOMO   -8.268 eV
Frontier orbital gap   8.56 eV
LUMO   0.3 eV

Geometry as ORCA input:
```
! RIJCOSX wB97M-V def2-TZVPD def2/J DEFGRID3
* xyz 0 1
N 4.58 -0.09 5.49
O -0.20 1.42 -0.99
O 2.81 0.57 1.70
C 3.98 0.72 4.93
N -1.27 -2.61 -6.07
N -3.76 -1.43 1.87
C 0.21 0.29 -0.76
C 1.84 0.94 2.35
C -1.17 -1.63 -5.19
C -2.08 -2.16 -7.07
C -2.53 -0.90 -6.79
C -4.44 -0.43 1.26
C -2.51 -1.17 2.31
C -3.88 0.88 1.10
C 1.28 -2.84 -2.63
C 1.12 -1.89 -1.62
C 0.57 -2.77 -3.82
C -0.37 -0.63 -3.05
C -2.64 1.15 1.63
C 0.31 -0.75 -1.82
C -0.30 -1.68 -4.00
C -1.95 0.10 2.29
N -1.97 -0.58 -5.58
N 2.01 1.51 3.61
N 0.48 -0.07 0.54
C 4.17 2.75 3.44
C 3.48 3.21 4.68
C 3.30 1.79 4.22
C -0.52 0.27 2.80
C 0.44 0.81 1.72
H -2.38 -2.68 -7.96
H -3.13 -0.30 -7.43
H -5.43 -0.63 0.90
H -1.93 -2.01 2.65
H -4.42 1.63 0.61
H 1.97 -3.66 -2.48
H 1.67 -1.98 -0.66
H 0.70 -3.54 -4.57
H -1.02 0.20 -3.14
H -2.20 2.13 1.49
H -2.08 0.31 -5.06
H 1.17 1.77 4.12
H 0.97 -0.95 0.64
H 5.25 2.60 3.51
H 3.81 3.03 2.45
H 4.02 3.30 5.62
H 2.65 3.92 4.57
H -0.56 0.96 3.64
H -0.13 -0.69 3.12
H 0.09 1.83 1.42
*
```

---

Entry two
The following is a quantum chemistry calculation of the molecule C22H20N6O2, from the Open Molecules 2025 dataset.

SMILES string   CC(=O)Nc1cccc(CNC(=O)c2cccc3c2ccn3-c2ccnc(N)n2)c1
E_HOMO   -8.260 eV
Frontier orbital gap   8.63 eV
LUMO   0.4 eV

Geometry as ORCA input:
```
! RIJCOSX wB97M-V def2-TZVPD def2/J DEFGRID3
* xyz 0 1
O -1.57 -1.88 1.87
O -4.22 0.30 -4.91
N 5.04 3.59 5.28
N 4.08 2.05 3.73
C -1.30 -1.00 1.03
C -3.60 -0.34 -5.72
C -0.04 -0.01 3.89
C 0.88 0.60 4.71
C 5.01 2.80 4.24
C 3.82 3.73 5.81
C 2.90 2.08 4.32
C 2.75 2.95 5.40
C 1.56 1.30 0.14
C -0.93 -3.73 -3.24
C 0.40 0.49 0.04
C -1.42 -3.04 -4.36
C 2.11 1.63 1.40
C -1.47 -3.49 -2.01
C -2.90 -1.76 -2.99
C -0.19 -0.03 1.22
C 0.32 0.29 2.51
C -2.41 -2.07 -4.27
C 1.43 1.14 2.56
C -2.41 -2.44 -1.88
N 6.21 2.65 3.71
N -2.76 -1.42 -5.47
N 1.80 1.28 3.88
N -2.13 -0.95 -0.09
C -3.70 0.07 -7.17
C -2.91 -2.07 -0.55
H -0.92 -0.60 4.22
H 0.93 0.62 5.79
H 3.66 4.48 6.59
H 1.76 3.05 5.87
H 2.04 1.64 -0.77
H -0.17 -4.48 -3.39
H 0.06 0.22 -0.96
H -0.93 -3.20 -5.32
H 3.01 2.23 1.49
H -1.17 -4.03 -1.13
H -3.66 -1.03 -2.90
H 6.88 2.85 4.40
H 6.27 1.77 3.21
H -2.29 -1.75 -6.30
H -1.85 -0.32 -0.86
H -4.61 0.67 -7.29
H -2.86 0.75 -7.38
H -3.72 -0.76 -7.89
H -3.97 -1.80 -0.59
H -2.80 -2.99 0.13
*
```

---

Computed energies relative to the best structure, in hartree: entry one 0.0556; entry two 0.0000

---

Entry one
The following is a quantum chemistry calculation of a cluster of 2 separate species, C3H6O2S2 in total, from the Open Molecules 2025 dataset.

E_HOMO (spin up / spin down)   -8.132 / -7.985 eV
Frontier orbital gap (spin up / spin down)   7.63 / 6.88 eV
LUMO (spin up / spin down)   -0.5 / -1.1 eV

Geometry as ORCA input:
```
! RIJCOSX wB97M-V def2-TZVPD def2/J DEFGRID3
* xyz 0 1
C -0.59 0.70 0.43
C 1.38 2.00 0.82
C -0.44 -1.72 -1.33
O -1.49 1.49 0.24
O 0.62 0.77 0.86
S -2.11 -3.25 0.73
S -0.81 -1.82 0.52
H 1.64 2.37 -0.22
H 2.21 1.76 1.40
H 0.73 2.71 1.27
H -1.24 -1.11 -1.58
H -0.36 -2.69 -1.96
H 0.46 -1.20 -1.18
*
```

---

Entry two
The following is a quantum chemistry calculation of the molecule C3H6O2S2, from the Open Molecules 2025 dataset.

SMILES string   O=CC(S)(S)CO
E_HOMO   -9.615 eV
Frontier orbital gap   9.88 eV
LUMO   0.3 eV

Geometry as ORCA input:
```
! RIJCOSX wB97M-V def2-TZVPD def2/J DEFGRID3
* xyz 0 1
C -1.11 0.41 -0.76
C -0.04 -0.33 0.04
C 1.37 0.37 0.02
O -1.03 1.50 -1.19
O 1.32 1.65 0.42
S 0.20 -2.06 -0.40
S -0.74 -0.04 1.74
H -1.87 -0.34 -0.80
H 1.93 0.16 -0.96
H 2.07 -0.21 0.60
H 0.77 2.27 -0.17
H -1.13 -2.25 -0.15
H -1.73 -1.13 1.61
*
```

---

Entry three
The following is a quantum chemistry calculation of the molecule C3H6O2S2, from the Open Molecules 2025 dataset.

SMILES string   O=C(O)CCSS
E_HOMO   -9.225 eV
Frontier orbital gap   9.76 eV
LUMO   0.5 eV

Geometry as ORCA input:
```
! RIJCOSX wB97M-V def2-TZVPD def2/J DEFGRID3
* xyz 0 1
C -0.90 0.02 0.18
C -2.18 -0.84 0.00
O -3.47 -0.22 0.18
O -2.04 -1.97 -0.26
C 0.21 -0.62 -0.63
S 1.89 -0.18 -0.03
S 2.10 1.79 0.37
H -0.55 -0.25 1.24
H -1.00 1.11 0.02
H -4.01 -0.78 -0.44
H 0.23 -1.70 -0.49
H 0.14 -0.13 -1.68
H 2.70 2.15 -0.76
*
```

---

Computed energies relative to the best structure, in hartree: entry one 0.1096; entry two 0.0494; entry three 0.0000